The following is a DFT calculation (ωB97M-V/def2-TZVPD) of 2 unconnected molecules or ions with the total composition C4H10O3.

XYZ file:
```
17
Properties=species:S:1:pos:R:3:forces:R:3
O -0.11514 -1.09695 -0.60107 -3.033 2.300 -0.561
O 2.12804 -1.17150 -0.42087 -0.216 -0.744 -0.031
O -0.23098 -0.82468 1.91672 0.283 -1.262 -0.226
C 1.06795 -0.89606 -1.21933 0.136 1.986 0.115
C -1.16927 0.15406 1.76277 -0.002 1.500 -2.785
C -0.76701 1.31112 0.53354 -0.190 0.780 2.967
C 1.18702 -0.22891 -2.37025 0.131 -0.733 -0.139
H -0.28598 -1.38158 1.09861 0.226 0.575 0.880
H 0.17558 1.69592 0.91817 0.241 0.023 -0.020
H 1.79397 -1.39337 0.46539 0.144 0.099 -0.338
H -1.21153 0.72544 2.68936 -0.124 0.211 -0.317
H 2.13978 -0.16205 -2.86208 0.235 0.304 0.138
H -2.15033 -0.21889 1.45937 -0.108 -0.119 0.401
H -0.61521 1.43910 -0.54823 -0.305 -1.316 -0.258
H -0.78500 -0.17112 -0.64847 2.977 -3.495 0.165
H 0.31600 0.10829 -2.90509 -0.169 -0.241 -0.083
H -1.47788 2.11118 0.73147 -0.226 0.132 0.092
```
Forces are in eV/Å.

The value obtained for the LUMO energy is 0.638 eV. For the gap between HOMO and LUMO, the calculation gives 9.3 eV. The energy above the lowest of the compared OMol25 structures with the same formula, charge and spin comes out at 339.1 kJ/mol. For the HOMO energy, the calculation gives -0.3191 hartree. Its SMILES is C=C(O)O.CCO. Its net charge is 0. The spin multiplicity is 1.

Atom charges from the Mulliken analysis, given in e for atoms 1 to 4:
1 O -0.66
2 O -0.53
3 O -0.52
4 C 0.70